1.
C5H8O2 | ωB97M-V/def2-TZVPD

LUMO energy (alpha / beta) ... -0.1 / -0.1 eV
HOMO-LUMO gap (alpha / beta) ... 7.89 / 7.89 eV
Max |F| ... 0.4 eV/A
Molecular weight ... 100.117 g mol⁻¹
Energy above the lowest of the compared OMol25 structures with the same formula, charge and spin ... 136.1 kcal/mol
Total energy ... -345.588024 Eh

Structure (XYZ):
```
15
Properties=species:S:1:pos:R:3:forces:R:3:mulliken_charge:R:1
O 2.164893 -0.704998 -0.169452 -0.22 -0.11 0.19 -0.28
C 0.967960 -0.252047 -0.061948 -0.01 0.07 -0.09 -0.29
C 0.569891 1.128125 -0.531332 0.01 0.01 0.06 -0.78
C -0.925861 0.805586 -0.686985 -0.11 0.34 -0.07 -0.10
C -1.290991 0.079244 0.618795 -0.04 0.05 0.16 -0.48
C -0.370593 -0.954424 -0.041879 0.13 -0.36 0.16 -0.04
O -0.849827 -0.488035 -1.349041 -0.01 -0.04 -0.18 -0.47
H 1.992644 -1.372602 0.681340 0.09 0.08 -0.13 0.19
H 1.137467 -1.236349 1.677256 -0.01 0.05 -0.03 0.10
H 0.825513 1.892258 0.209949 -0.03 -0.11 -0.09 0.31
H 1.060866 1.365509 -1.479872 -0.05 -0.04 0.12 0.31
H -1.574235 1.526686 -1.184646 0.11 -0.10 0.09 0.44
H -0.988440 0.501799 1.579096 -0.04 -0.05 -0.16 0.27
H -2.327165 -0.262134 0.621459 0.15 0.03 -0.01 0.27
H -0.392116 -2.028612 0.117266 0.03 0.17 0.00 0.54
```
Forces are in eV/Å.


2.
C5H8O2 | ωB97M-V/def2-TZVPD

LUMO energy ... 0.9 eV
HOMO-LUMO gap ... 10.44 eV
Max |F| ... 0.5 eV/A
Molecular weight ... 100.117 g mol⁻¹
Energy above the lowest of the compared OMol25 structures with the same formula, charge and spin ... 32.7 kcal/mol
Total energy ... -345.752913 Eh
Structure (SMILES) ... O=CCC1(O)CC1

Structure (XYZ):
```
15
Properties=species:S:1:pos:R:3:forces:R:3:mulliken_charge:R:1
O -1.065365 -2.143453 -1.027764 0.52 0.06 0.17 -0.53
C 0.003024 -2.088267 -0.456377 -0.30 -0.02 -0.16 0.17
C 0.465334 -0.934965 0.401611 -0.03 0.05 -0.02 -0.84
C -0.308832 0.350951 0.177754 0.29 0.02 0.07 0.90
O -1.693803 0.211106 0.238205 -0.11 -0.09 -0.12 -0.61
C 0.195793 1.630412 0.749517 0.03 0.04 0.19 -0.65
C 0.289913 1.388891 -0.738989 0.00 0.03 -0.21 -0.82
H 0.704748 -2.943808 -0.532680 -0.06 0.07 0.05 0.34
H 1.537682 -0.785695 0.224017 -0.14 -0.01 0.05 0.38
H 0.371413 -1.272103 1.445600 -0.02 0.01 -0.10 0.27
H -1.919104 -0.508437 -0.374411 -0.04 0.11 0.07 0.39
H 1.102438 1.635765 1.348801 -0.12 -0.04 -0.13 0.23
H -0.581756 2.310893 1.083945 0.14 -0.10 -0.04 0.26
H -0.378274 1.950579 -1.383539 0.04 -0.13 0.12 0.27
H 1.276791 1.198132 -1.155689 -0.20 0.00 0.04 0.24
```
Forces are in eV/Å.


3.
C5H8O2 | ωB97M-V/def2-TZVPD

LUMO energy ... 1.0 eV
HOMO-LUMO gap ... 10.53 eV
Max |F| ... 1.1 eV/A
Molecular weight ... 100.117 g mol⁻¹
Energy above the lowest of the compared OMol25 structures with the same formula, charge and spin ... 37.4 kcal/mol
Total energy ... -345.745300 Eh
Structure (SMILES) ... C1=CCOCOC1

Structure (XYZ):
```
15
Properties=species:S:1:pos:R:3:forces:R:3:mulliken_charge:R:1
C -0.270554 -0.604595 -1.368610 -0.26 -0.06 -0.76 -0.30
C 0.718652 -1.178976 -0.690705 -0.28 -0.45 -0.41 -0.28
C 1.196070 -0.707662 0.658788 -0.29 -0.45 0.08 -0.44
O 1.029585 0.690341 0.783419 0.44 0.02 -0.07 -0.40
C -0.229295 1.102411 1.219901 0.33 0.22 0.52 -0.29
O -1.277916 0.498672 0.572997 -0.48 -0.74 -0.45 -0.39
C -1.159491 0.499938 -0.847565 0.48 0.11 0.47 -0.49
H -0.524056 -0.953531 -2.400997 0.26 0.19 1.04 0.31
H 1.185518 -2.063644 -1.144660 0.07 0.46 0.29 0.35
H 0.676764 -1.243646 1.474098 0.02 0.15 -0.19 0.27
H 2.255900 -0.940033 0.778741 0.01 0.22 -0.08 0.35
H -0.234319 2.175650 1.045865 0.05 0.33 0.08 0.32
H -0.371525 0.872264 2.280715 -0.01 0.06 0.04 0.32
H -0.833288 1.495559 -1.157361 0.14 0.06 -0.27 0.29
H -2.162045 0.357252 -1.204627 -0.47 -0.11 -0.30 0.36
```
Forces are in eV/Å.


4.
C5H8O2 | ωB97M-V/def2-TZVPD

LUMO energy ... -0.3 eV
HOMO-LUMO gap ... 9.50 eV
Max |F| ... 0.7 eV/A
Molecular weight ... 100.117 g mol⁻¹
Energy above the lowest of the compared OMol25 structures with the same formula, charge and spin ... 20.4 kcal/mol
Total energy ... -345.772376 Eh
Structure (SMILES) ... CCCC(=O)C=O

Structure (XYZ):
```
15
Properties=species:S:1:pos:R:3:forces:R:3:mulliken_charge:R:1
C -2.148141 -0.049102 -0.880698 -0.05 0.02 -0.02 -1.22
C -1.021320 -0.479546 0.052698 -0.01 -0.07 0.07 -0.27
C 0.202354 0.426736 -0.078846 0.00 -0.04 -0.05 -0.54
C 1.351049 -0.050996 0.778175 -0.21 0.00 0.40 0.51
O 1.243825 -0.531259 1.886539 0.04 0.13 -0.61 -0.52
C 2.759697 0.123963 0.216496 0.22 0.43 -0.23 -0.10
O 3.071857 1.117991 -0.394238 -0.12 -0.64 0.28 -0.43
H -2.483964 0.968973 -0.652207 0.04 -0.14 -0.02 0.32
H -3.008684 -0.718707 -0.789500 0.10 0.11 -0.02 0.35
H -1.821368 -0.062973 -1.927803 -0.05 0.00 0.17 0.32
H -0.727937 -1.513011 -0.172685 -0.03 0.14 0.02 0.32
H -1.354316 -0.481177 1.095956 0.02 0.02 -0.16 0.28
H 0.546080 0.478152 -1.118391 -0.06 0.01 0.11 0.34
H -0.051747 1.459693 0.204021 0.12 -0.19 0.03 0.29
H 3.466823 -0.695920 0.459505 -0.01 0.21 0.03 0.35
```
Forces are in eV/Å.


5.
C5H8O2 | ωB97M-V/def2-TZVPD

LUMO energy ... 0.9 eV
HOMO-LUMO gap ... 10.26 eV
Max |F| ... 0.6 eV/A
Molecular weight ... 100.117 g mol⁻¹
Energy above the lowest of the compared OMol25 structures with the same formula, charge and spin ... 26.1 kcal/mol
Total energy ... -345.763371 Eh
Structure (SMILES) ... C[C@@]1(O)CCC1=O

Structure (XYZ):
```
15
Properties=species:S:1:pos:R:3:forces:R:3:mulliken_charge:R:1
C -1.765090 -0.450266 -0.115048 0.05 -0.04 0.00 -1.45
C -0.388194 0.208069 -0.060321 -0.13 -0.09 0.00 1.42
O -0.468074 1.624983 -0.225805 -0.21 0.04 -0.16 -0.60
C 0.574510 -0.054508 1.117120 -0.13 0.04 0.20 -0.93
C 1.780719 -0.180229 0.152664 0.18 -0.07 -0.01 -0.42
C 0.783304 -0.178143 -1.004148 0.16 0.00 -0.54 0.03
O 0.875459 -0.289964 -2.196728 -0.17 -0.09 0.61 -0.56
H -2.536073 0.265653 0.194442 0.24 -0.07 -0.02 0.36
H -2.012011 -0.793294 -1.125240 0.10 0.09 0.07 0.34
H -1.833818 -1.309804 0.557686 0.11 0.04 -0.13 0.34
H -0.814594 1.765181 -1.117849 0.05 0.19 0.09 0.34
H 0.608912 0.775290 1.823736 0.02 -0.14 -0.01 0.31
H 0.342689 -0.989988 1.633265 0.05 0.16 -0.04 0.28
H 2.452360 0.683991 0.138283 -0.19 -0.06 -0.07 0.24
H 2.399897 -1.076975 0.227947 -0.13 0.02 0.00 0.30
```
Forces are in eV/Å.


6.
C5H8O2 | ωB97M-V/def2-TZVPD

LUMO energy ... 1.0 eV
HOMO-LUMO gap ... 10.78 eV
Max |F| ... 0.4 eV/A
Molecular weight ... 100.117 g mol⁻¹
Energy above the lowest of the compared OMol25 structures with the same formula, charge and spin ... 40.8 kcal/mol
Total energy ... -345.739927 Eh

Structure (XYZ):
```
15
Properties=species:S:1:pos:R:3:forces:R:3:mulliken_charge:R:1
O 2.132072 -0.869461 -0.248296 0.00 -0.19 -0.17 -0.57
C 0.990358 -0.318423 0.365322 -0.27 0.11 0.22 0.16
C 0.615498 1.110338 -0.124149 0.07 0.06 0.02 -0.72
C -0.829172 0.803273 -0.542864 -0.07 0.35 -0.07 -0.12
C -1.386962 -0.055089 0.607118 -0.05 0.04 0.14 -0.56
C -0.343741 -0.990335 -0.010841 0.12 -0.38 0.18 -0.40
O -0.644093 -0.421328 -1.312114 0.04 -0.06 -0.11 -0.45
H 1.850402 -1.552960 -0.868223 0.06 0.20 -0.04 0.32
H 1.151078 -0.345111 1.450289 -0.03 -0.03 -0.16 0.28
H 0.709073 1.879333 0.648372 -0.06 -0.11 -0.11 0.29
H 1.220974 1.384130 -0.991913 -0.06 -0.03 0.14 0.31
H -1.414487 1.572610 -1.051292 0.12 -0.15 0.05 0.45
H -1.245582 0.277265 1.640163 -0.03 -0.01 -0.16 0.25
H -2.407817 -0.392598 0.418612 0.17 0.06 0.02 0.27
H -0.397603 -2.081648 0.019814 -0.01 0.14 0.05 0.48
```
Forces are in eV/Å.


Question: What is the max |F| in the sixth record?
Answer: 0.4 eV/A